P) 19
Properties=species:S:1:pos:R:3 method="wB97M-V/def2-TZVPD" lumo_energy_ha=-0.1300 homo_energy_ev=-8.365 gap_ev=4.8
H 0.861 2.640 1.958
O -1.096 -0.109 -2.507
H 1.629 0.194 0.181
O 1.131 1.929 1.453
H -0.764 -1.170 2.487
N 1.157 -0.844 -1.579
H -0.763 2.508 -0.163
N -1.397 -1.165 -0.009
H 0.372 0.411 2.146
H -1.006 0.648 -3.141
H -0.887 1.975 -0.720
H 1.939 -0.490 -2.021
H -1.683 -2.074 0.197
H 1.006 -1.239 2.434
C 0.905 -0.416 -0.248
C 0.056 -0.627 2.003
H 0.178 -0.510 -1.985
H -1.491 -0.825 -0.985
C -0.148 -0.834 0.499

Q) 19
Properties=species:S:1:pos:R:3 method="wB97M-V/def2-TZVPD" lumo_energy_ha=0.0324 homo_energy_ev=-8.713 gap_ev=9.6
H 2.552 -1.644 -0.589
H -1.351 2.327 -0.372
C -1.817 -0.822 0.231
H 3.555 -0.960 0.340
O 3.055 -1.739 0.267
H -1.279 -2.990 0.487
C -0.726 1.557 0.072
N -0.845 -2.161 0.089
H -1.005 0.219 -1.536
H -2.808 -1.052 -0.226
N -1.381 0.320 -0.511
O 1.637 0.803 -0.076
H 0.660 2.183 -1.469
H 1.022 2.910 0.144
H -1.030 1.412 1.119
C 0.768 1.987 -0.399
H -2.091 -0.568 1.219
H 1.171 0.167 0.431
H -0.088 -1.948 0.778

R) 19
Properties=species:S:1:pos:R:3 method="wB97M-V/def2-TZVPD" lumo_energy_ha=0.0227 homo_energy_ev=-9.839 gap_ev=10.5
C 1.001 -0.302 -0.189
H -0.830 -1.126 2.249
H 1.702 -0.214 0.738
H 0.702 2.514 0.845
N -0.473 -0.025 0.388
C -1.224 -0.856 1.280
O 0.872 2.359 1.665
H -3.110 -1.349 1.875
H -0.409 0.584 -2.935
C 1.365 -1.675 -0.622
O 0.414 1.072 -3.031
H 2.376 -2.061 -0.772
H 0.799 -2.401 0.091
H 0.352 1.578 1.748
H 1.077 -1.859 -1.665
H -1.101 0.063 -0.308
H 1.053 0.497 -0.992
H 1.118 0.753 -2.447
N -2.509 -1.036 0.997

Result of the stability comparison: P) is the least stable of them.

P) 13
Properties=species:S:1:pos:R:3 method="wB97M-V/def2-TZVPD" lumo_energy_ha=0.0351 homo_energy_ev=-8.465 gap_ev=9.4
C 1.010 0.914 -0.603
N -0.072 1.476 -0.238
F -1.414 -0.962 -1.041
N 1.055 -1.279 0.527
H 1.703 1.533 -1.235
H 0.193 -1.670 0.146
H 2.497 -0.464 -0.657
H 0.837 -0.773 1.403
C -1.150 0.867 0.403
H -2.771 -0.576 0.443
C -1.839 -0.200 -0.003
H -1.595 1.459 1.229
N 1.545 -0.325 -0.373

Q) 13
Properties=species:S:1:pos:R:3 method="wB97M-V/def2-TZVPD" lumo_energy_ha=0.0284 homo_energy_ev=-8.380 gap_ev=9.2
H 0.910 1.582 1.289
C -1.835 -0.296 0.223
F -1.619 -1.623 0.110
H 1.367 -0.718 -2.781
N 1.011 -0.186 -1.007
N -2.043 0.490 -0.698
H -1.815 0.006 1.265
H 0.771 0.083 2.236
C 1.012 -0.192 0.171
H -2.006 0.104 -1.638
N 0.640 -0.384 -2.157
H 2.339 0.579 1.598
C 1.268 0.556 1.390

R) 13
Properties=species:S:1:pos:R:3 method="wB97M-V/def2-TZVPD" lumo_energy_ha=0.0318 homo_energy_ev=-8.308 gap_ev=9.2
H -0.093 -0.321 -3.301
N 0.055 -0.059 -0.154
H -1.491 1.165 0.562
C -0.626 0.585 0.885
F -1.011 1.142 3.104
C -0.288 0.483 2.171
H 1.001 -1.772 -0.191
H 1.955 -0.516 -0.345
H 0.535 -0.083 2.570
C -0.316 0.074 -1.470
N 1.159 -0.860 0.175
H -1.198 0.695 -1.616
N 0.322 -0.533 -2.390

Result of the stability comparison: Q) is the least stable of them.

P) 18
Properties=species:S:1:pos:R:3 method="wB97M-V/def2-TZVPD" lumo_energy_ha="-0.0089 / -0.0781" homo_energy_ev="-9.263 / -8.064" gap_ev="9.0 / 5.9"
H 0.827 -0.271 -2.291
H -3.487 1.193 1.309
H -4.332 -0.375 1.064
H 2.594 -0.157 -1.963
H 3.100 3.105 1.069
C 0.511 1.168 0.225
S -3.023 0.325 -0.970
N 2.732 1.342 -0.219
C 1.700 -0.301 -1.549
O -2.789 -1.041 -1.478
C 2.406 2.220 0.715
H -2.671 -0.334 1.412
N 1.604 0.665 -0.499
H 0.323 2.906 1.369
C 1.038 2.200 0.982
O -0.630 0.675 0.122
H 1.728 -1.395 -1.341
C -3.387 0.138 0.751

Q) 18
Properties=species:S:1:pos:R:3 method="wB97M-V/def2-TZVPD" lumo_energy_ha=0.0262 homo_energy_ev=-7.926 gap_ev=8.6
C -2.498 0.445 0.217
H 0.512 -0.845 -0.007
H 2.586 -2.553 1.196
C 1.492 -0.266 -0.199
N -1.176 0.383 -0.204
C -0.472 1.383 -0.503
C -3.608 -0.055 -0.632
H -0.908 2.351 -0.464
S 1.163 1.351 -0.948
H 3.484 1.102 0.084
H -3.672 -1.140 -0.850
O -2.701 0.927 1.280
H -4.548 0.100 -0.287
O 3.801 0.252 0.267
C 2.693 -0.565 0.358
N 3.100 -1.650 1.105
H -3.406 0.555 -1.611
H 4.157 -1.775 1.197

Result of the stability comparison: P) is the least stable of them.

P) 10
Properties=species:S:1:pos:R:3 method="wB97M-V/def2-TZVPD" lumo_energy_ha=-0.0234 homo_energy_ev=-9.262 gap_ev=8.6
H 0.998 -1.546 -0.657
F -1.712 -0.613 -0.079
H 1.848 -0.676 0.586
S 1.170 1.692 -0.973
C 0.367 0.427 -0.350
H -1.523 1.216 -0.756
C -1.090 0.561 -0.055
C 0.865 -0.876 0.143
F -1.131 1.095 1.210
H 0.209 -1.280 0.931

Q) 10
Properties=species:S:1:pos:R:3 method="wB97M-V/def2-TZVPD" lumo_energy_ha=-0.0252 homo_energy_ev=-8.698 gap_ev=8.0
C 0.441 -0.548 0.004
H 0.703 1.325 -0.752
H -2.022 -1.593 -0.378
F 1.112 -1.124 -1.071
F 0.770 -1.381 1.020
C -1.694 -0.668 -0.319
H 0.296 1.489 0.858
S -2.454 0.661 0.042
H 1.986 1.016 0.404
C 0.862 0.824 0.193

Result of the stability comparison: Q) is the least stable of them.

P) 10
Properties=species:S:1:pos:R:3 method="wB97M-V/def2-TZVPD" lumo_energy_ha=0.0294 homo_energy_ev=-9.534 gap_ev=10.3
H 0.118 -1.448 -2.208
C 0.804 0.003 0.573
F 1.837 0.446 -0.219
H 1.113 -0.546 1.460
C -0.374 0.842 0.593
C -0.400 -0.398 -0.239
F -1.149 0.927 1.709
H -0.316 1.732 -0.009
S -0.688 -0.390 -1.982
H -0.945 -1.166 0.323

Q) 10
Properties=species:S:1:pos:R:3 method="wB97M-V/def2-TZVPD" lumo_energy_ha=0.0319 homo_energy_ev=-8.376 gap_ev=9.2
S 0.646 -1.107 -0.127
C 1.836 0.202 0.066
F -2.543 -1.542 0.067
H 1.663 0.786 0.945
H 1.832 0.839 -0.794
H 2.834 -0.226 0.257
F -2.975 0.534 -0.062
C -2.020 -0.343 -0.053
H -0.513 0.936 -0.168
C -0.759 -0.079 -0.132

R) 10
Properties=species:S:1:pos:R:3 method="wB97M-V/def2-TZVPD" lumo_energy_ha=-0.0367 homo_energy_ev=-9.408 gap_ev=8.4
H 0.418 1.578 -0.014
H 0.763 -1.964 -0.465
H -0.887 1.132 -1.216
C -0.564 1.066 -0.168
H -1.320 1.491 0.499
S 2.415 -0.289 0.182
C 1.010 -0.939 -0.256
F -0.270 -0.458 1.524
C -0.305 -0.381 0.177
F -1.260 -1.236 -0.265

S) 10
Properties=species:S:1:pos:R:3 method="wB97M-V/def2-TZVPD" lumo_energy_ha=0.0216 homo_energy_ev=-9.640 gap_ev=10.2
C 1.307 0.616 0.178
H 1.193 0.862 1.394
H -0.937 -0.427 1.361
F -2.175 0.315 -0.256
C 0.071 -0.040 -0.499
H -0.009 0.284 -1.652
F -1.638 -1.559 -0.035
S 1.564 -1.016 -0.179
H 1.642 1.358 -0.517
C -1.017 -0.394 0.205

Result of the stability comparison: S) is the least stable of them.

P) 64
Properties=species:S:1:pos:R:3 method="wB97M-V/def2-TZVPD" lumo_energy_ha=-0.0010 homo_energy_ev=-10.255 gap_ev=10.2
Br -14.121 6.254 8.816
Br -12.411 9.688 11.598
Br -5.961 -5.895 21.021
Br -6.335 7.131 8.871
Br 1.879 -0.352 17.209
H -11.716 -1.322 10.059
H -12.402 -5.508 18.541
H -14.255 7.974 11.168
Br -8.438 3.276 18.715
H -7.134 3.808 14.980
H -10.135 -2.021 9.730
Br -8.876 5.344 15.575
H -11.954 -4.322 15.649
H -11.218 -6.094 17.400
H -10.867 -1.099 12.535
H 0.974 2.365 16.200
C 0.300 0.854 17.583
Br -5.189 8.483 13.317
H -7.340 7.381 11.194
C -8.950 9.631 19.376
H -6.599 4.614 16.409
C -6.409 7.769 10.781
C -10.905 -1.907 10.493
Br -6.959 8.639 21.214
H -8.846 2.381 16.486
H -13.384 -3.959 16.487
H -9.253 9.496 21.482
H -9.386 8.634 19.325
C -12.207 -5.642 17.477
C -12.867 7.716 9.458
H -8.295 10.897 21.011
Br -13.664 -6.799 16.752
C -5.385 -3.986 21.323
H -6.508 8.854 10.809
H -4.744 6.566 11.709
Br -11.372 -3.732 11.077
Br -10.128 11.096 18.804
H 1.144 3.007 17.806
H -12.803 7.244 11.745
H -11.855 7.315 9.413
C -7.444 4.064 15.994
Br -9.188 0.392 11.202
H -8.210 9.644 18.575
C -8.474 9.842 20.803
H -0.451 0.449 16.904
C 0.523 2.354 17.192
H -4.278 8.126 11.026
Br -4.649 -1.554 19.776
H -7.092 2.058 16.816
C -13.177 7.953 11.007
H -4.886 -4.001 19.222
C -10.172 -1.183 11.699
Br -11.513 -2.776 17.715
H -9.491 -1.825 12.258
C -5.417 -3.350 19.917
H -6.434 -3.424 19.534
Br -1.230 3.234 17.076
H -13.132 8.572 8.838
C -5.079 7.588 11.534
H -4.343 -4.049 21.634
C -12.354 -4.269 16.662
C -7.901 2.788 16.846
H -0.065 0.684 18.596
H -6.034 -3.559 22.087

Q) 64
Properties=species:S:1:pos:R:3 method="wB97M-V/def2-TZVPD" lumo_energy_ha=0.0052 homo_energy_ev=-9.908 gap_ev=10.0
H -0.614 0.525 0.205
H 1.001 -5.225 -2.476
H -4.811 -2.760 -1.147
H -1.775 -6.617 -2.580
H -0.682 -0.864 -3.785
C -3.263 3.281 -0.376
C 2.199 4.117 -1.351
H 4.587 -0.184 0.876
C 6.003 1.427 1.207
H 6.028 2.321 1.866
H -5.102 4.396 -0.799
C -0.045 -1.221 5.779
Br -0.291 -7.700 -0.902
Br 0.309 3.899 -0.958
Br -3.833 2.920 1.387
H 2.420 3.506 -2.208
Br -5.729 -2.236 1.835
H -0.006 -1.579 1.474
H -4.917 -1.054 -0.584
H -0.480 -4.836 -1.510
Br 4.162 6.155 -2.156
H -3.606 2.441 -0.981
H -3.684 5.397 -0.469
C 0.374 -0.610 1.649
H -3.445 -2.041 1.403
Br -0.506 -0.187 8.201
C -4.122 -2.495 0.788
H 5.135 -0.094 2.498
C -0.065 -5.287 -2.393
Br -0.778 -4.205 -3.984
Br 0.489 -2.668 4.515
C 2.374 5.594 -1.584
Br 1.350 -0.376 -0.987
Br 7.500 0.207 1.347
Br 3.340 1.399 2.332
H 1.289 -0.599 2.240
C 0.421 0.431 0.494
H -1.057 -0.894 5.667
C -0.508 -0.174 -4.585
Br -1.693 1.304 -4.068
Br -2.528 -1.474 -1.445
H -0.164 -7.232 -3.384
C 4.889 0.500 1.631
C 0.941 0.219 -4.683
H 0.906 1.343 0.842
H 2.262 6.179 -0.655
H 0.650 -0.389 5.678
H -3.998 -3.549 0.797
H 1.245 -1.675 7.398
H 5.883 1.691 0.108
H 2.714 3.632 -0.515
C -4.310 -1.939 -0.646
H -0.274 -2.564 7.555
C 0.190 -1.622 7.244
Br -0.950 -0.003 2.962
H 1.633 5.881 -2.382
H -0.925 -0.596 -5.501
C -0.621 -6.700 -2.563
H 1.267 0.644 -3.724
H -2.203 3.508 -0.423
Br 1.988 -1.360 -4.972
H 1.116 1.059 -5.396
Br -3.668 4.595 -2.846
C -4.011 4.435 -0.964

Result of the stability comparison: P) is the least stable of them.